Arrangement a

{"formula": "C2H6N3O2", "method": "ωB97M-V with the def2-TZVPD basis set", "e_homo_ev": -4.454, "total_charge": -1, "lumo_ev": 4.38, "species": ["O", "O", "N", "N", "N", "C", "C", "H", "H", "H", "H", "H", "H"], "xyz": [[-0.32, 1.31, -0.13], [1.33, 0.15, 0.89], [1.32, 2.40, 0.98], [-1.79, -0.89, -0.93], [-0.57, -2.83, -0.63], [0.74, 1.20, 0.55], [-0.62, -1.55, -0.78], [0.73, 3.20, 1.07], [0.40, -3.08, -0.48], [0.27, -0.94, -0.77], [-1.71, 0.12, -0.95], [-2.62, -1.46, -0.96], [1.98, 2.27, 1.74]], "mulliken_charge": [-0.774, -0.738, -0.513, -0.406, -0.881, 0.663, 0.195, 0.197, 0.233, 0.285, 0.293, 0.237, 0.212]}


Arrangement b

{"formula": "C2H6N3O2", "method": "ωB97M-V with the def2-TZVPD basis set", "e_homo_ev": -3.795, "total_charge": -1, "lumo_ev": 4.38, "species": ["O", "O", "N", "N", "N", "C", "C", "H", "H", "H", "H", "H", "H"], "xyz": [[-3.06, -0.32, 0.59], [-2.16, 0.31, -1.22], [-2.02, -0.03, -0.04], [1.01, -1.06, -0.89], [-0.92, -0.31, 0.51], [0.34, 0.10, -0.13], [1.12, 0.77, 0.93], [0.06, 0.85, -0.79], [2.25, 0.73, 0.63], [1.11, 0.25, 1.84], [0.84, -1.98, -0.48], [0.75, 1.75, 0.89], [0.69, -1.05, -1.84]], "mulliken_charge": [-0.771, -0.745, 1.067, -0.662, -0.758, 0.184, -1.242, 0.477, 0.268, 0.350, 0.259, 0.318, 0.254]}


Verdict on stability: arrangement b comes out at the bottom.


Arrangement a

{"formula": "C8H17N2O", "method": "ωB97M-V with the def2-TZVPD basis set", "e_homo_ev": -12.001, "total_charge": 1, "lumo_ev": -2.86, "species": ["O", "N", "N", "C", "C", "C", "C", "C", "C", "C", "C", "H", "H", "H", "H", "H", "H", "H", "H", "H", "H", "H", "H", "H", "H", "H", "H", "H"], "xyz": [[1.51, 2.30, 0.66], [1.59, -0.31, 0.84], [-0.46, 1.06, 0.26], [3.50, -0.45, -0.64], [-1.23, 1.89, -0.68], [-0.74, -1.05, -1.07], [-2.15, -0.62, 0.97], [-0.79, -0.43, 0.32], [1.01, 1.22, 0.04], [0.36, -0.95, 1.21], [2.54, -1.00, 0.10], [-1.50, -0.64, -1.73], [2.50, -2.07, 0.25], [1.97, 2.09, 1.49], [1.26, 1.16, -1.01], [-2.29, 1.84, -0.43], [-0.63, 1.42, 1.21], [0.44, -2.04, 1.12], [-0.89, 2.92, -0.59], [3.58, 0.61, -0.80], [4.25, -1.07, -1.09], [-2.30, -1.68, 1.15], [0.24, -0.93, -1.54], [0.14, -0.72, 2.26], [-0.93, -2.12, -0.98], [-1.07, 1.55, -1.70], [-2.21, -0.11, 1.93], [-2.95, -0.28, 0.33]], "mulliken_charge": [-0.513, -0.058, 0.187, -0.906, -0.887, -1.662, -1.763, 1.159, -0.405, -1.136, 0.074, 0.412, 0.318, 0.428, 0.554, 0.326, 0.490, 0.496, 0.369, 0.304, 0.292, 0.438, 0.425, 0.353, 0.444, 0.413, 0.409, 0.440]}


Arrangement b

{"formula": "C8H17N2O", "method": "ωB97M-V with the def2-TZVPD basis set", "e_homo_ev": -13.473, "total_charge": 1, "lumo_ev": -2.94, "species": ["O", "N", "N", "C", "C", "C", "C", "C", "C", "C", "C", "H", "H", "H", "H", "H", "H", "H", "H", "H", "H", "H", "H", "H", "H", "H", "H", "H"], "xyz": [[-2.13, -0.83, -1.60], [0.77, 0.14, 0.57], [0.21, -1.79, -0.79], [-1.83, 0.03, -0.58], [2.14, 0.04, 1.11], [1.24, -2.74, -0.50], [0.07, -0.61, -0.24], [-1.48, 1.35, -1.09], [-2.73, -0.08, 0.63], [2.65, 1.49, 1.00], [-1.34, 2.37, -0.22], [1.41, -3.60, -1.22], [-1.74, 2.46, 0.73], [-2.53, -0.36, -2.38], [1.22, -3.30, 0.39], [0.31, 1.03, 0.49], [-2.72, -1.13, 0.98], [-2.49, 0.66, 1.35], [2.03, 2.23, 1.74], [2.50, 1.88, 0.07], [2.59, -0.70, 0.49], [-3.71, -0.06, 0.31], [-0.90, 3.34, -0.33], [2.06, -0.31, 2.08], [3.76, 1.48, 1.19], [-1.07, 1.22, -2.17], [-0.53, -1.99, -1.39], [2.24, -2.24, -0.61]], "mulliken_charge": [-0.634, -0.107, -0.084, 1.089, -0.147, -1.051, 0.531, 0.168, -1.450, -1.245, -1.357, 0.338, 0.339, 0.368, 0.382, 0.116, 0.363, 0.309, 0.282, 0.430, 0.165, 0.455, 0.300, 0.300, 0.359, 0.220, 0.220, 0.343]}


Verdict on stability: arrangement b comes out at the bottom.